Record 1
# C21H28FN3O3

A molecular structure, C21H28FN3O3 at a distorted geometry (ωB97M-V with the def2-TZVPD basis set, OMol25).

Properties
energy = -1306.1411 hartree
relative energy (zero: lowest compared OMol25 entry of this formula, charge and spin) = 22.433 eV
Kohn-Sham gap = 8.0683 eV
HOMO level = -7.63 eV
LUMO energy = 0.437 eV

Each line ends with the Mulliken charge.
Geometry (Å):
F1 -5.0092 -3.0313 4.3242  -0.28
O1 -3.4863 -3.8797 2.7094  -0.43
O2 -1.2367 1.5024 2.5095  -0.40
O3 3.0182 -2.6838 -1.1632  -0.29
N1 0.8767 0.8673 -1.5645  0.08
N2 0.9584 -1.8697 -2.2157  -0.51
N3 -0.2314 0.0322 1.3218  -0.32
C1 2.0027 -2.4511 -0.9250  0.73
C2 1.6730 1.0809 0.0815  -1.06
C3 1.7934 -1.6334 -3.3518  -1.24
C4 -2.1154 -1.7313 2.5210  -0.06
C5 -3.1464 -2.6279 3.0234  -0.39
C6 0.3600 3.5198 1.9661  -2.32
C7 1.1011 -2.8094 0.0465  -0.49
C8 2.8973 2.2611 -2.6355  -1.81
C9 0.0070 1.9634 -1.6900  -0.93
C10 1.6502 0.0327 -3.5209  -0.82
C11 0.6309 3.5500 -1.9726  -1.70
C12 -0.0465 2.1875 1.8250  1.40
C13 1.7156 3.0623 -3.1859  -0.95
C14 -4.0107 -2.3441 3.8306  1.67
C15 -3.1727 -0.0022 3.6069  -0.87
C16 -1.3369 0.3668 2.0885  0.50
C17 -2.3968 -4.6490 1.8904  -1.01
C18 0.3518 1.2386 1.1223  -0.24
C19 -4.1143 -0.8248 4.3221  -0.54
C20 2.0411 0.9063 -2.3947  0.30
C21 -2.3129 -0.5172 2.6823  -0.01
H1 2.1265 0.2519 0.4055  0.68
H2 1.5950 -3.1823 1.0586  0.25
H3 -0.7217 2.0586 -0.9638  0.69
H4 1.3329 -1.9565 -4.3298  0.29
H5 1.1757 2.9504 -3.8859  0.94
H6 1.0920 3.7512 -1.1767  0.63
H7 2.1343 4.0940 -3.4266  0.38
H8 2.8485 0.3075 -1.6940  0.39
H9 -4.9217 -0.3225 5.0160  0.28
H10 0.2004 -1.3702 -1.9075  0.39
H11 -1.4926 -4.6666 2.1881  0.46
H12 -1.4019 -2.3394 1.8372  -0.12
H13 2.1075 2.0676 0.3444  0.25
H14 2.2693 0.4253 -4.3981  0.28
H15 1.2486 3.7412 1.5822  0.52
H16 3.5487 2.0617 -3.3564  0.50
H17 -0.1581 4.1304 1.2598  0.41
H18 -3.0725 0.9419 3.9895  0.53
H19 0.7775 -1.8454 0.5398  -0.22
H20 -0.6460 1.5395 -2.5815  0.35
H21 -2.6028 -4.1624 0.8412  0.36
H22 -2.7982 -5.7267 1.8595  0.25
H23 3.2598 2.5019 -1.8515  0.75
H24 0.0210 4.0564 -2.4479  0.72
H25 0.2086 -3.3305 -0.2215  0.41
H26 2.6794 -1.7313 -3.1226  0.76
H27 0.5849 0.4666 -3.7552  0.36
H28 0.1437 3.7707 2.9452  0.45

=====

Record 2
# C21H28FNO3

A single C21H28FNO3 molecule at a distorted geometry (ωB97M-V with the def2-TZVPD basis set, OMol25).

Properties
energy = -1197.2937 hartree
Kohn-Sham gap = 8.5389 eV
SMILES string = CCOCCCCCc1ccc(C[C@H](C)F)c2c1C(=O)C=C(CN)C2=O
HOMO level = -9.47 eV
LUMO energy = -0.935 eV

Each line ends with the Mulliken charge.
Geometry (Å):
F1 -5.2260 3.4916 -0.1405  -0.39
O1 0.2500 -1.9630 1.1483  -0.59
O2 -4.7080 -1.5344 0.8007  -0.62
O3 6.4366 0.1507 -0.1806  -0.30
N1 -3.6222 -4.4808 -1.7152  -0.60
C1 -0.5121 0.6370 -0.0458  0.96
C2 8.6348 0.1063 0.8629  -1.01
C3 -2.9278 -2.8682 0.0591  0.72
C4 -6.6454 2.0769 1.1141  -1.43
C5 -1.6098 -2.9895 0.1488  -0.71
C6 -2.4676 1.9610 -0.4236  -0.98
C7 1.0050 0.4996 0.0277  -0.49
C8 -5.2412 2.2634 0.5459  0.47
C9 -1.3451 -0.4345 0.1787  0.33
C10 7.1626 -0.3734 0.8990  -0.26
C11 3.1685 1.8002 -0.3784  -0.78
C12 5.0256 0.0302 0.0086  -0.56
C13 4.3483 0.9916 -0.9873  -0.57
C14 -0.7924 -1.7917 0.5379  -0.06
C15 -4.8010 1.1266 -0.4095  -1.11
C16 -3.5753 -1.5385 0.3481  0.19
C17 -3.7566 -4.1057 -0.2975  -1.20
C18 1.7745 1.4103 -0.9697  -0.70
C19 -1.1163 1.8515 -0.3314  -1.03
C20 -3.3134 0.8865 -0.2387  0.36
C21 -2.7396 -0.3194 0.0850  0.38
H1 -5.4151 0.2532 -0.2228  0.56
H2 -0.5042 2.7303 -0.4934  0.42
H3 8.8448 0.7505 1.7211  0.26
H4 9.3060 -0.7494 0.9736  0.28
H5 5.1355 1.7088 -1.2431  0.32
H6 7.1974 -1.4749 0.8727  0.26
H7 4.0984 0.4666 -1.9130  0.37
H8 -3.3143 -4.9260 0.2780  0.37
H9 8.8456 0.6379 -0.0662  0.29
H10 -2.8938 2.9341 -0.6507  0.47
H11 -1.0758 -3.9219 -0.0152  0.49
H12 2.0078 0.7870 -1.8382  0.28
H13 1.2719 0.7505 1.0599  0.33
H14 4.7709 0.2936 1.0429  0.33
H15 1.3024 -0.5226 -0.1911  0.33
H16 -4.8020 -3.9939 -0.0126  0.41
H17 1.2119 2.2835 -1.2938  0.47
H18 6.7588 -0.0837 1.8800  0.31
H19 -2.6800 -4.3014 -2.0414  0.28
H20 4.7712 -1.0199 -0.1973  0.25
H21 3.1692 1.5941 0.6949  0.40
H22 -7.4342 2.4686 0.4688  0.37
H23 -4.2518 -3.8813 -2.2393  0.27
H24 3.3546 2.8613 -0.5583  0.37
H25 -6.7275 2.5550 2.0945  0.35
H26 -6.8333 1.0114 1.2837  0.34
H27 -4.9844 1.5261 -1.4137  0.39
H28 -4.5360 2.3783 1.3735  0.39

=====

Record 3
# C21H28N2O4

A single C21H28N2O4 molecule (ωB97M-V with the def2-TZVPD basis set, OMol25).

Properties
energy = -1227.4145 hartree
relative energy (zero: lowest compared OMol25 entry of this formula, charge and spin) = 4.593 eV
Kohn-Sham gap = 8.2766 eV
SMILES string = COc1cc(OC)c(OC)cc1CN1CCN(c2ccccc2OC)CC1
HOMO level = -7.57 eV
LUMO energy = 0.704 eV

Each line ends with the Mulliken charge.
Geometry (Å):
O1 2.0703 4.8528 0.9552  -0.48
O2 -1.9401 -4.6471 1.7013  -0.52
O3 2.0782 5.2887 -1.6037  -0.45
O4 -1.4423 1.9839 -2.2042  -0.41
N1 -1.0293 0.0811 0.1560  0.39
N2 -0.2752 -2.6228 0.5835  0.62
C1 -1.5348 -2.2832 -0.0590  -0.88
C2 0.2071 -0.2619 0.8247  -0.77
C3 0.8383 -6.6828 0.4955  -0.49
C4 -0.3620 -6.2889 1.0600  -0.45
C5 -1.8306 -3.8850 2.8864  -0.63
C6 1.1861 4.1130 0.2198  0.80
C7 -1.4473 2.1523 -3.5979  -1.01
C8 -0.5524 2.6997 -1.4580  0.00
C9 -0.5601 2.4599 -0.0840  -0.30
C10 2.1203 5.5896 -2.9747  -0.93
C11 0.1075 -3.9665 0.5418  0.24
C12 -2.0274 -0.9285 0.4382  -0.75
C13 -0.7257 -4.9534 1.1060  0.52
C14 -1.4863 1.4223 0.4854  -1.52
C15 0.3245 3.6441 -1.9870  -0.44
C16 1.1916 4.3498 -1.1679  0.76
C17 0.7191 -1.6067 0.3132  -1.08
C18 1.6874 -5.7202 -0.0167  -0.83
C19 2.1009 4.6557 2.3448  -0.89
C20 1.3240 -4.3864 0.0018  -0.56
C21 0.3106 3.1716 0.7316  -0.16
H1 2.8633 5.3363 2.7207  0.24
H2 0.0694 -0.3214 1.9224  0.25
H3 1.1612 5.9786 -3.3342  0.36
H4 1.1098 -7.7269 0.4706  0.38
H5 -1.3349 -4.4639 3.6741  0.32
H6 -2.9481 -0.6686 -0.0888  0.43
H7 2.8813 6.3611 -3.0817  0.23
H8 -2.4731 1.5458 0.0328  0.51
H9 -1.7181 3.1749 -3.8845  0.36
H10 -2.2494 -0.9901 1.5204  0.26
H11 0.9251 -1.5128 -0.7647  0.42
H12 -1.5791 1.5619 1.5782  0.48
H13 -1.0383 -7.0131 1.4888  0.43
H14 1.1392 4.8990 2.8100  0.34
H15 -2.8495 -3.6537 3.1934  0.22
H16 -1.2730 -2.9602 2.7185  0.17
H17 -0.4793 1.8952 -4.0412  0.38
H18 1.9917 -3.6603 -0.4345  0.44
H19 0.2860 2.9741 1.7918  0.41
H20 1.6426 -1.8602 0.8382  0.50
H21 2.6348 -6.0057 -0.4501  0.38
H22 -1.3962 -2.2231 -1.1503  0.27
H23 -2.2746 -3.0524 0.1597  0.46
H24 0.9473 0.5115 0.6094  0.43
H25 -2.2045 1.4653 -3.9735  0.25
H26 2.4060 4.7176 -3.5733  0.35
H27 2.3773 3.6272 2.6026  0.35
H28 0.3309 3.8327 -3.0469  0.56

=====

Record 4
# C21H28N2O6

A single C21H28N2O6 molecule (ωB97M-V with the def2-TZVPD basis set, OMol25).

Properties
energy = -1378.0483 hartree
relative energy (zero: lowest compared OMol25 entry of this formula, charge and spin) = 0.107 eV
Kohn-Sham gap = 8.8130 eV
SMILES string = CCCCN(C(=O)CCC(=O)O)[C@@H]1CC(=O)N(c2ccc(OCCC)cc2)C1=O
HOMO level = -8.25 eV
LUMO energy = 0.566 eV

Each line ends with the Mulliken charge.
Geometry (Å):
O1 -5.2557 -2.3830 -1.7254  -0.49
O2 0.0914 0.8735 -1.7105  -0.69
O3 1.3084 -0.4024 0.5313  -0.57
O4 -2.0132 1.2608 2.3060  -0.61
O5 2.7359 -1.7790 -2.2748  -0.60
O6 2.6704 0.4584 -2.3754  -0.43
N1 2.1930 1.6212 0.3014  0.61
N2 -1.1849 0.8717 0.2002  0.41
C1 3.7895 3.6518 3.8876  -1.48
C2 -3.6499 -1.8813 0.0527  -0.27
C3 4.2942 -0.4659 -0.9704  -0.58
C4 2.3154 0.2818 0.4329  0.56
C5 3.7977 2.7512 2.6588  -0.05
C6 -4.5476 -5.0828 -2.7929  -1.19
C7 0.8249 2.1117 0.2688  0.18
C8 -0.0738 1.1700 -0.5549  -0.45
C9 -2.2227 0.0215 -0.2689  0.03
C10 -3.8149 -0.5693 -1.9533  -0.77
C11 -5.6712 -3.5832 -1.1051  -0.69
C12 3.1567 -0.7065 -1.9490  0.64
C13 -4.6828 -4.7333 -1.3161  -0.23
C14 0.1411 2.1673 1.6351  -0.53
C15 -1.1518 1.3871 1.4792  0.21
C16 3.6924 -0.3607 0.4459  -1.00
C17 -4.2480 -1.6522 -1.1834  0.80
C18 -2.6409 -1.0494 0.5027  -0.83
C19 3.2547 2.5932 0.1787  -1.05
C20 -2.8153 0.2635 -1.5019  -0.30
C21 3.3562 3.5051 1.4060  -0.66
H1 4.7994 0.4559 -1.2580  0.31
H2 2.7887 4.0340 4.0757  0.33
H3 -5.0382 -5.5992 -0.7544  0.39
H4 -3.8042 -5.8634 -2.9328  0.35
H5 4.4579 4.4979 3.7447  0.36
H6 -0.0797 3.1793 1.9743  0.40
H7 0.7402 1.6754 2.4026  0.12
H8 1.7914 0.3613 -2.7873  0.36
H9 -4.2387 -4.2053 -3.3557  0.27
H10 -6.6216 -3.8216 -1.5915  0.39
H11 4.0773 4.2948 1.1868  0.54
H12 -4.2871 -0.4005 -2.9080  0.42
H13 -5.8617 -3.4228 -0.0367  0.33
H14 -2.4865 1.0937 -2.1066  0.43
H15 -2.1753 -1.2358 1.4569  0.45
H16 3.5342 -1.3694 0.8308  0.51
H17 4.8059 2.3580 2.5076  0.23
H18 -3.9559 -2.7043 0.6786  0.35
H19 0.8316 3.0853 -0.2297  0.71
H20 4.1159 3.1013 4.7661  0.40
H21 4.9968 -1.2971 -1.0082  0.42
H22 3.1317 1.9022 2.8285  0.21
H23 2.3919 3.9808 1.5914  0.30
H24 4.3722 0.1674 1.1143  0.15
H25 4.2004 2.0758 0.0377  0.43
H26 3.0670 3.1953 -0.7170  0.26
H27 -5.4975 -5.4316 -3.1922  0.31
H28 -3.7052 -4.4483 -0.9231  0.30